Record 1
Formula: C24H35ClIrN4O9P2S
Source: OMol25
Level of theory: ωB97M-V/def2-TZVPD

XYZ file:
```
77
Properties=species:S:1:pos:R:3:forces:R:3:lowdin_charge:R:1
Ir 0.8356 -0.0239 0.7560 0.84 0.81 0.25 1.0905
O 3.8120 -0.3407 3.2925 0.03 0.01 -0.01 -0.2228
Cl 3.0534 0.4305 2.3971 0.02 -0.08 0.11 0.7306
O 3.4822 1.7711 2.2963 -0.04 0.02 0.03 -0.2453
O 1.5968 0.3885 2.7799 -0.26 -0.34 -0.07 -0.4431
O 3.0257 -0.2078 1.0445 0.07 0.04 -0.10 -0.4411
N 2.3481 1.3957 -7.5115 0.02 0.05 0.02 0.1266
C 1.7894 0.9892 -6.3371 -0.03 -0.02 0.00 -0.3047
C 0.4717 1.3466 -6.0114 0.02 -0.01 -0.02 -0.0149
C -0.0823 0.9567 -4.8128 -0.02 0.04 0.01 -0.0561
C 0.6652 0.1920 -3.9266 0.05 -0.01 0.07 -0.3285
C 1.9721 -0.1766 -4.2325 0.02 -0.01 -0.03 -0.0531
C 2.5323 0.2223 -5.4236 0.00 -0.02 0.01 -0.0152
S -0.0253 -0.3074 -2.4178 -0.01 0.20 0.02 0.6226
O -1.3666 0.2041 -2.3045 0.05 0.03 -0.07 -0.2964
O 0.1634 -1.7189 -2.2159 0.04 -0.12 0.09 -0.3228
N 0.9559 0.3935 -1.2537 -0.62 -0.11 -0.05 -0.2098
C 0.9556 1.7723 -1.0784 -0.03 -0.18 -0.18 -0.4731
N 0.7202 2.6838 -1.9993 0.11 -0.05 -0.02 0.1870
C 0.7073 3.9392 -1.5589 -0.01 0.01 0.01 -0.0808
C 0.8812 4.2924 -0.2242 0.03 0.01 -0.02 -0.0151
C 1.1003 3.2675 0.6715 0.29 -0.05 0.05 -0.0709
N 1.1850 2.0164 0.2287 -0.52 -0.11 -0.13 -0.0274
H 1.7792 1.8223 -8.2190 -0.01 -0.01 -0.01 0.1031
H 3.2373 1.0315 -7.7993 -0.01 -0.02 -0.01 0.1030
H -0.1097 1.9348 -6.7102 0.00 0.00 0.00 0.1159
H -1.0924 1.2414 -4.5533 0.00 0.00 0.01 0.1153
H 2.5444 -0.7771 -3.5368 0.01 0.01 0.00 0.1185
H 3.5488 -0.0605 -5.6665 0.00 0.00 0.00 0.1163
H 0.5280 4.7014 -2.3092 0.01 0.00 0.00 0.1245
H 0.8507 5.3216 0.0983 -0.01 0.00 -0.01 0.1141
H 1.2447 3.4238 1.7328 -0.04 -0.01 0.01 0.1338
C 2.1903 -2.9753 -0.1774 0.08 0.08 0.02 -0.2139
P 0.8901 -2.3390 0.9019 -0.21 0.04 0.06 0.8007
C -0.5369 -3.3779 0.5247 -0.06 0.04 -0.11 -0.2082
C 1.3505 -2.8311 2.5801 0.00 0.01 0.01 -0.3657
C 2.6525 -3.1994 2.9022 -0.02 0.00 0.00 -0.0916
C 2.9724 -3.5581 4.2045 0.00 0.01 0.01 -0.0592
C 1.9985 -3.5461 5.1891 0.00 0.00 0.00 -0.0585
C 0.6953 -3.1792 4.8751 0.01 0.01 0.00 -0.0613
C 0.3747 -2.8227 3.5777 -0.01 -0.03 -0.02 -0.1009
H 3.1218 -2.4362 -0.0135 -0.01 -0.01 0.01 0.0441
H 1.8712 -2.8284 -1.2062 -0.03 -0.02 -0.02 0.0338
H 2.3385 -4.0364 0.0252 -0.01 0.00 -0.01 0.0715
H -0.2683 -4.4148 0.7281 0.02 0.00 0.03 0.0729
H -0.7867 -3.2680 -0.5300 -0.02 0.05 0.03 0.0433
H -1.3904 -3.1051 1.1411 -0.01 0.00 0.01 0.0348
H 3.4268 -3.2015 2.1471 0.01 0.00 0.00 0.1055
H 3.9878 -3.8400 4.4477 0.00 0.00 0.00 0.1155
H 2.2512 -3.8249 6.2033 0.00 0.00 0.00 0.1121
H -0.0683 -3.1775 5.6416 0.00 0.00 0.00 0.1108
H -0.6478 -2.5541 3.3371 0.02 -0.02 0.00 0.0889
C -4.2042 -0.5164 -0.6890 0.01 0.00 0.06 -0.0512
C -3.0426 -1.2259 -0.0427 0.00 -0.03 -0.01 -0.2377
O -2.5148 -0.4577 1.0849 0.08 -0.05 -0.06 -0.2286
P -1.3042 0.5516 1.0621 0.07 -0.02 0.16 0.5628
O -1.4249 1.2056 2.4981 0.00 -0.06 0.01 -0.2350
C -1.4321 0.4410 3.7346 -0.04 -0.02 -0.01 -0.2536
C -2.6196 0.8691 4.5585 0.00 0.01 0.00 -0.0527
O -1.6398 1.7735 0.1376 0.01 -0.11 -0.11 -0.2606
C -2.8267 2.6006 0.2946 0.05 0.06 0.04 -0.2227
C -3.1097 3.2552 -1.0329 -0.01 -0.01 -0.01 -0.0482
H -4.6424 -1.1747 -1.4401 0.01 0.00 0.00 0.0957
H -3.8738 0.3876 -1.1943 0.01 0.05 -0.02 0.0562
H -4.9750 -0.2774 0.0443 0.01 0.01 0.00 0.0906
H -2.2466 -1.3992 -0.7612 0.05 -0.05 -0.01 0.0795
H -3.3579 -2.1689 0.3984 0.03 -0.01 -0.01 0.1189
H -0.4868 0.6423 4.2340 0.01 0.00 0.00 0.1137
H -1.4807 -0.6223 3.4981 -0.02 0.05 0.00 0.0874
H -2.5770 1.9378 4.7657 0.00 0.00 0.00 0.0859
H -2.6179 0.3363 5.5099 0.00 0.00 0.00 0.0871
H -3.5511 0.6475 4.0383 0.00 0.00 0.00 0.0833
H -2.6054 3.3342 1.0698 -0.02 -0.02 0.02 0.1255
H -3.6531 1.9763 0.6322 -0.02 -0.03 -0.02 0.1121
H -2.2807 3.8976 -1.3287 0.00 0.00 0.01 0.0707
H -4.0088 3.8669 -0.9535 0.01 0.00 0.00 0.0906
H -3.2577 2.5097 -1.8130 0.00 -0.01 0.00 0.0750
```
Forces are in eV/Å.

Results
Energy relative to the best compared isomer or geometry (same formula, charge and spin) (eV): 0.000
HOMO level (eV): -10.4898
F_max (eV Å⁻¹): 1.19
Charge: +1



Record 2
Formula: C17H40BrN3O2
Source: OMol25
Level of theory: ωB97M-V/def2-TZVPD

XYZ file:
```
63
Properties=species:S:1:pos:R:3:forces:R:3:lowdin_spin:R:1
Br -2.7482 1.4393 -1.2754 -0.01 0.13 -0.02 0.9861
C -2.9717 4.4303 -3.7591 1.92 -0.94 -0.04 0.0000
C -1.4191 4.5737 -3.9730 1.94 5.83 -4.65 -0.0001
O -0.8552 5.3777 -4.8039 -2.92 -5.29 5.20 0.0001
N -0.4865 3.7016 -3.0254 -0.96 2.45 0.43 -0.0005
H -1.1691 3.1052 -2.5800 0.28 -0.74 0.32 0.0013
H 0.2621 3.1959 -3.4770 -0.08 -0.26 -0.80 0.0000
C 0.2089 4.5744 -1.9293 -0.21 -0.35 -0.96 0.0002
H -3.0393 3.3443 -3.6951 -0.81 -0.16 -0.17 -0.0004
H -3.5549 4.8332 -4.5871 0.54 -0.08 -0.20 0.0000
H -3.4098 4.8414 -2.8496 0.63 0.20 0.26 0.0004
H 0.9346 3.8920 -1.4868 -0.28 0.25 0.47 0.0000
H -0.5566 4.9952 -1.2774 0.19 -0.33 0.12 0.0000
H 0.7516 5.3913 -2.4049 -0.16 -0.15 -0.27 0.0000
C -4.9701 -1.5000 -2.5991 1.20 0.72 -0.18 0.0039
C -4.7973 -2.1676 -1.2851 -2.05 -4.16 -1.15 0.0001
O -5.0554 -3.3517 -1.1323 1.44 3.76 0.84 0.0007
N -4.4179 -1.2579 -0.0801 0.55 -2.88 -0.21 -0.0010
H -4.0319 -0.3915 -0.4272 -0.10 0.49 0.18 0.0027
H -5.3275 -1.1696 0.3498 -0.43 0.70 0.48 0.0000
C -3.5068 -1.9741 0.9097 -0.36 0.88 1.53 -0.0002
H -5.4584 -0.5267 -2.5504 -0.27 -0.13 -0.01 -0.0001
H -5.3294 -2.1561 -3.3919 -0.58 -0.08 0.56 0.0002
H -3.9532 -1.3064 -2.9406 0.42 0.36 -0.09 0.0035
H -3.8174 -2.9950 1.1316 0.10 -0.11 -1.01 0.0000
H -3.6751 -1.5083 1.8807 -0.12 0.39 -0.04 0.0000
H -2.4429 -1.8105 0.7379 -0.30 -0.35 -0.74 -0.0001
C 1.4697 -0.1719 5.1963 -0.55 -0.57 -1.00 0.0000
C 0.3196 -0.0574 4.1171 1.73 0.04 0.10 0.0000
C 1.0160 0.1494 2.6989 -0.57 -1.50 1.09 0.0000
C 1.4918 -1.2266 2.1329 -0.25 1.31 -1.49 0.0000
N 1.9175 -1.1319 0.6107 -0.23 0.47 0.38 0.0000
C 2.9529 0.0252 0.3581 0.14 -1.19 -1.04 0.0002
C 2.2296 1.2641 -0.1390 -1.43 -0.96 0.80 0.0004
C 0.9560 0.6762 -0.8323 1.43 -0.23 -0.72 0.0016
C 0.6830 -0.7390 -0.3272 1.07 -0.39 1.53 0.0005
C 2.4671 -2.5192 0.1839 2.84 0.40 -0.48 0.0000
C 3.8906 -2.8899 0.8710 -2.68 0.48 2.12 0.0000
C 4.4942 -4.2244 0.6070 1.38 -0.43 -1.95 0.0000
H 1.1114 -0.4724 6.1809 -0.01 0.46 -0.03 0.0000
H 2.1714 0.6620 5.2110 -0.54 0.40 0.28 0.0000
H 2.1118 -0.9917 4.8743 -0.01 -0.33 0.03 0.0000
H -0.3993 0.7411 4.3007 0.30 0.17 0.11 0.0000
H -0.2519 -0.9843 4.1669 -0.02 -0.10 -0.27 0.0000
H 1.9362 0.7010 2.8910 -0.22 0.44 -0.21 0.0000
H 0.3270 0.7066 2.0641 0.17 -0.12 -0.32 0.0000
H 0.7639 -2.0333 2.0469 -0.18 0.15 0.69 0.0000
H 2.3658 -1.5179 2.7154 -0.12 -0.29 -0.35 0.0000
H 3.5327 -0.3379 -0.4905 0.25 -0.22 0.18 0.0000
H 3.6335 0.1740 1.1963 -0.35 -0.20 0.10 0.0000
H 2.8209 1.8170 -0.8688 0.10 0.07 0.38 0.0000
H 1.9361 1.8509 0.7314 0.11 0.41 -0.30 0.0000
H 1.2771 0.3969 -1.8358 -0.15 0.96 -0.48 0.0000
H 0.1523 1.4114 -0.8726 -0.19 -0.45 0.21 0.0006
H 0.7427 -1.4373 -1.1620 -0.21 -0.06 0.27 0.0000
H -0.2405 -0.8894 0.2319 0.17 0.00 0.13 0.0000
H 2.6689 -2.4454 -0.8847 -0.18 0.22 -0.17 0.0000
H 1.7595 -3.3421 0.2857 -0.29 0.40 0.57 0.0000
H 3.6095 -2.9877 1.9196 0.07 0.44 0.41 0.0000
H 4.6600 -2.1178 0.8738 -0.34 0.23 -0.67 0.0000
H 4.0184 -5.1489 0.9343 -0.38 0.41 0.02 0.0000
H 5.5144 -4.2209 0.9907 -0.13 -0.02 0.54 0.0000
H 4.7269 -4.2681 -0.4570 -0.30 -0.57 -0.32 0.0000
```
Forces are in eV/Å.

Results
HOMO level (alpha / beta) (eV): -18.1756 / -18.1755
F_max (eV Å⁻¹): 7.97
2S+1: 2
Charge: +3



Record 3
Formula: C2HClF2S
Source: OMol25
Level of theory: ωB97M-V/def2-TZVPD

XYZ file:
```
7
Properties=species:S:1:pos:R:3:forces:R:3:lowdin_charge:R:1
C 0.7744 -1.4138 -0.8596 -0.13 -0.35 -0.10 -0.3573
C -0.2528 -1.6806 -0.0631 -2.96 0.46 0.23 -0.3794
F -1.5523 -1.6397 -0.5801 2.61 -0.20 0.80 0.0629
F -0.3648 -1.8635 1.2539 0.83 0.05 -1.74 0.1319
S 2.4560 0.7589 0.1496 0.42 0.51 0.22 -0.0379
Cl 2.4048 -1.2637 -0.0749 -1.78 -0.09 -1.10 0.4439
H 0.5462 -1.1508 -1.9435 1.01 -0.39 1.70 0.1359
```
Forces are in eV/Å.

Results
Energy relative to the best compared isomer or geometry (same formula, charge and spin) (eV): 3.096
HOMO level (eV): -8.6183
F_max (eV Å⁻¹): 3.00